C38H103N9O18 | ωB97M-V with the def2-TZVPD basis set

Each atom is followed by the atoms it is bonded to, with distances in Å.
CARTESIAN COORDINATES (ANGSTROEM)
1 H -3.891 8.734 1.906  C115 1.097
2 H -0.978 2.009 6.780  O116 0.926
3 N 0.518 5.830 -7.125  H8 1.007, C11 1.561, H84 1.022, H132 1.035
4 O -4.393 1.764 -2.073  C73 1.422, C127 1.425
5 O -1.136 -4.704 -6.540  C38 1.175
6 H -8.442 -6.210 -1.374  C67 1.082
7 H 2.144 -8.027 3.585  C22 1.088
8 H 0.622 5.046 -7.748  N3 1.007
9 C 3.335 0.042 -4.680  N35 1.590, C68 1.389, O139 1.187
10 H 1.353 -7.261 -5.655  C94 1.101
11 C -0.031 5.321 -5.755  N3 1.561, C48 1.559, C88 1.556, H131 1.085
12 H 2.709 2.519 5.731  N90 1.028
13 H -6.976 -5.260 -1.010  C67 1.080
14 H 4.124 4.472 -1.196  O34 0.928
15 C 3.571 -6.506 5.353  H36 1.088, H51 1.075, H71 1.076, N129 1.506
16 H -3.248 1.093 -3.661  C127 1.128
17 H 6.304 0.225 -3.946  C119 1.075
18 H -6.847 1.690 0.347  N150 1.000
19 H -1.838 -1.978 -0.649  C50 1.090
20 H 0.581 2.179 -0.185  C46 1.100
21 O -2.247 1.559 5.007  C167 1.167
22 C 1.874 -6.973 3.556  H7 1.088, H89 1.104, N129 1.533, H141 1.088
23 H -1.444 5.855 3.665  C30 1.084
24 H 3.408 -4.496 3.534  C81 1.085
25 C -4.343 -8.665 -3.517  H31 1.082, O79 1.486, H136 1.059, H154 1.123
26 O -1.608 5.903 0.749  C75 1.411, H82 0.953
27 H 0.730 1.727 1.418  C46 1.088
28 C 1.330 7.798 -3.695  H60 1.116, O63 1.406, H107 1.076, H151 1.103
29 O 4.459 -2.231 1.029  C41 1.299, H98 0.973
30 C -2.402 5.895 3.158  H23 1.084, H56 1.060, C75 1.521, N153 1.506
31 H -4.434 -9.164 -4.473  C25 1.082
32 H 5.917 0.941 -2.303  C119 1.124
33 H -6.926 0.482 -0.676  N150 1.010
34 O 3.987 3.995 -0.412  H14 0.928, H37 0.955
35 N 4.228 0.223 -3.377  C9 1.590, H83 1.010, C119 1.521, H155 1.052
36 H 3.762 -7.565 5.506  C15 1.088
37 H 4.796 3.487 -0.396  O34 0.955
38 C -0.093 -4.230 -6.280  O5 1.175, N78 1.528, C156 1.522
39 C -6.958 -6.034 -3.018  N47 1.533, H59 1.110, C67 1.534, C146 1.475
40 H -0.479 -2.245 -6.404  C156 1.064
41 C 3.582 -1.680 0.246  O29 1.299, O65 1.260, O160 1.278
42 N 0.612 0.176 0.040  C46 1.423, C61 1.370, H80 1.071
43 H 1.834 -4.512 5.954  C108 1.097
44 H -8.730 -6.672 -4.078  N47 1.028
45 C 4.181 0.954 6.172  C76 1.500, N90 1.575, C97 1.542, H99 1.108
46 C 1.114 1.446 0.439  H20 1.100, H27 1.088, N42 1.423, H62 1.090
47 N -7.793 -7.021 -3.841  C39 1.533, H44 1.028, H112 1.004, H157 1.023
48 C 1.019 4.321 -5.180  C11 1.559, H125 1.085, H128 1.088, H134 1.078
49 H 2.830 -3.078 4.508  C81 1.079
50 C -0.795 -1.707 -0.486  H19 1.090, C61 1.574, H111 1.090, H138 1.095
51 H 4.190 -6.079 4.585  C15 1.075
52 H -1.634 9.301 2.850  C104 1.077
53 H -4.923 -0.272 -1.809  C73 1.088
54 H -8.234 -4.631 -2.003  C67 1.078
55 H 0.194 -6.905 5.552  C126 1.108
56 H -3.226 5.471 3.672  C30 1.060
57 H -4.980 -6.177 -2.074  C146 1.098
58 C -3.325 7.790 4.429  H143 1.087, N153 1.533, H161 1.096, H164 1.082
59 H -6.788 -5.167 -3.689  C39 1.110
60 H 0.729 8.666 -3.333  C28 1.116
61 C -0.657 -0.309 0.223  N42 1.370, C50 1.574, O66 1.238
62 H 2.157 1.518 0.131  C46 1.090
63 O 0.916 7.334 -4.955  C28 1.406, C88 1.373
64 H 7.128 -0.140 8.432  C133 1.070
65 O 2.385 -1.934 0.547  C41 1.260
66 O -1.545 0.314 0.819  C61 1.238
67 C -7.694 -5.534 -1.768  H6 1.082, H13 1.080, C39 1.534, H54 1.078
68 C 3.737 0.750 -5.805  C9 1.389, H147 1.120, H166 1.118
69 H -4.553 7.226 2.255  C115 1.078
70 H 4.511 -0.768 4.960  C97 1.085
71 H 3.691 -6.094 6.340  C15 1.076
72 O 5.923 -0.405 6.704  C76 1.382, C133 1.422
73 C -4.309 0.521 -1.387  O4 1.422, H53 1.088, C93 1.487, H168 1.067
74 C 7.867 3.614 -0.823  O86 1.172, O87 1.183
75 C -2.340 5.267 1.774  O26 1.411, C30 1.521, H91 1.079, H165 1.075
76 C 5.487 0.891 6.906  C45 1.500, O72 1.382, H106 1.093, H148 1.103
77 H 1.316 -8.203 5.737  C126 1.080
78 N 0.996 -5.266 -6.001  C38 1.528, C94 1.498, H159 1.043, H162 1.048
79 O -5.289 -7.532 -3.687  C25 1.486, C146 1.430
80 H 1.356 -0.589 -0.042  N42 1.071
81 C 2.559 -3.942 3.921  H24 1.085, H49 1.079, C108 1.554, O113 1.435
82 H -0.682 5.682 0.787  O26 0.953
83 H 3.612 0.661 -2.706  N35 1.010
84 H -0.035 6.578 -7.548  N3 1.022
85 H 1.129 -2.594 -6.929  C156 1.094
86 O 8.719 3.915 -0.076  C74 1.172
87 O 6.854 3.387 -1.390  C74 1.183
88 C -0.247 6.608 -4.906  C11 1.556, O63 1.373, H121 1.094, H137 1.100
89 H 2.380 -6.482 2.707  C22 1.104
90 N 3.719 2.435 5.900  H12 1.028, C45 1.575, H96 1.050, H124 1.023
91 H -2.070 4.225 1.836  C75 1.079
92 H 0.732 -4.887 4.640  C108 1.108
93 C -4.929 0.754 -0.055  C73 1.487, C144 1.528, H149 1.053, N150 1.541
94 C 0.452 -6.650 -5.819  H10 1.101, N78 1.498, H140 1.093, H145 1.088
95 H -5.991 -7.545 -1.798  C146 1.120
96 H 4.036 3.047 6.692  N90 1.050
97 C 4.196 0.257 4.796  C45 1.542, H70 1.085, H118 1.082, H158 1.074
98 H 5.322 -1.916 0.709  O29 0.973
99 H 3.429 0.503 6.849  C45 1.108
100 H -3.252 7.435 0.949  C115 1.085
101 H -5.332 -1.435 0.310  C144 1.086
102 H -4.060 -0.780 1.247  C144 1.077
103 H 7.986 -0.383 6.958  C133 1.118
104 C -1.398 8.250 2.830  H52 1.077, H142 1.099, N153 1.570, H163 1.079
105 H 5.539 1.836 -3.809  C119 1.093
106 H 6.135 1.719 6.607  C76 1.093
107 H 2.365 8.054 -3.840  C28 1.076
108 C 1.804 -4.868 4.916  H43 1.097, C81 1.554, H92 1.108, N129 1.490
109 H 1.956 -3.366 2.054  O113 0.961
110 H -4.154 2.621 -3.893  C127 1.059
111 H -0.475 -2.367 0.320  C50 1.090
112 H -7.940 -7.867 -3.320  N47 1.004
113 O 1.595 -3.653 2.897  C81 1.435, H109 0.961
114 H -0.695 0.706 3.421  O130 0.958
115 C -3.622 7.671 1.941  H1 1.097, H69 1.078, H100 1.085, N153 1.531
116 O -0.352 1.981 6.099  H2 0.926, C167 1.322
117 H 1.414 -6.798 6.883  C126 1.115
118 H 4.992 0.622 4.161  C97 1.082
119 C 5.620 0.833 -3.381  H17 1.075, H32 1.124, N35 1.521, H105 1.093
120 H 7.076 -1.765 7.678  C133 1.097
121 H -1.139 7.172 -5.194  C88 1.094
122 H 0.906 -2.630 -5.202  C156 1.085
123 H -5.768 -0.489 1.557  C144 1.087
124 H 4.158 2.707 5.017  N90 1.023
125 H 1.106 4.354 -4.098  C48 1.085
126 C 1.242 -7.130 5.833  H55 1.108, H77 1.080, H117 1.115, N129 1.519
127 C -4.214 1.647 -3.482  O4 1.425, H16 1.128, H110 1.059, H135 1.099
128 H 2.000 4.440 -5.635  C48 1.088
129 N 2.142 -6.319 4.917  C15 1.506, C22 1.533, C108 1.490, C126 1.519
130 O -0.161 1.284 3.967  H114 0.958, C167 1.469
131 H -0.958 4.791 -5.946  C11 1.085
132 H 1.451 6.267 -7.020  N3 1.035
133 C 7.061 -0.681 7.511  H64 1.070, O72 1.422, H103 1.118, H120 1.097
134 H 0.643 3.338 -5.411  C48 1.078
135 H -5.016 1.061 -3.952  C127 1.099
136 H -3.371 -8.252 -3.440  C25 1.059
137 H -0.517 6.265 -3.896  C88 1.100
138 H -0.258 -1.822 -1.434  C50 1.095
139 O 2.366 -0.621 -4.508  C9 1.187
140 H -0.186 -6.854 -6.683  C94 1.093
141 H 0.801 -6.959 3.377  C22 1.088
142 H -0.759 8.098 3.712  C104 1.099
143 H -4.238 7.200 4.464  C58 1.087
144 C -4.999 -0.518 0.788  C93 1.528, H101 1.086, H102 1.077, H123 1.087
145 H -0.189 -6.564 -4.944  C94 1.088
146 C -5.759 -6.770 -2.572  C39 1.475, H57 1.098, O79 1.430, H95 1.120
147 H 3.151 0.530 -6.733  C68 1.120
148 H 5.375 1.078 7.988  C76 1.103
149 H -4.441 1.552 0.428  C93 1.053
150 N -6.342 1.260 -0.402  H18 1.000, H33 1.010, C93 1.541, H152 1.048
151 H 1.283 6.989 -2.947  C28 1.103
152 H -6.131 1.957 -1.155  N150 1.048
153 N -2.672 7.376 3.104  C30 1.506, C58 1.533, C104 1.570, C115 1.531
154 H -4.722 -9.285 -2.661  C25 1.123
155 H 4.331 -0.750 -2.990  N35 1.052
156 C 0.394 -2.795 -6.145  C38 1.522, H40 1.064, H85 1.094, H122 1.085
157 H -7.287 -7.259 -4.697  N47 1.023
158 H 3.273 0.238 4.248  C97 1.074
159 H 1.638 -5.230 -6.822  N78 1.043
160 O 4.024 -1.038 -0.768  C41 1.278
161 H -3.541 8.864 4.458  C58 1.096
162 H 1.530 -4.941 -5.159  N78 1.048
163 H -0.883 7.977 1.922  C104 1.079
164 H -2.620 7.534 5.209  C58 1.082
165 H -3.354 5.241 1.415  C75 1.075
166 H 4.701 1.303 -5.922  C68 1.118
167 C -1.085 1.645 5.051  O21 1.167, O116 1.322, O130 1.469
168 H -3.325 0.125 -1.273  C73 1.067

As for the total charge: +6. For the LUMO energy, the calculation gives -9.8 eV. The HOMO energy is -15.53 eV.